Entry 1:
Entry from the Open Molecules 2025 dataset: C42H64NO19S2 as an isolated structure (ωB97M-V with the def2-TZVPD basis set).

The geometry in ORCA input format:
```
! RIJCOSX wB97M-V def2-TZVPD def2/J DEFGRID3
* xyz -1 1
C 4.767 -0.086 1.994
C 4.301 -0.346 0.600
O 4.545 0.391 -0.297
O 3.579 -1.461 0.425
C 2.143 -1.193 0.328
C 1.391 -2.286 -0.386
C 0.836 -3.289 0.643
C -0.605 -2.987 1.038
C -1.281 -4.147 1.788
C -2.657 -4.490 1.258
S -3.923 -3.217 1.430
O -3.940 -2.407 0.233
O -5.126 -3.978 1.709
N -3.516 -2.450 2.773
S -3.145 -0.923 2.871
O -2.624 -0.718 4.217
O -2.341 -0.355 1.810
C -4.681 0.020 2.864
C -5.975 -0.628 2.354
C -7.085 -0.414 3.362
O -6.369 -0.225 1.046
C -6.551 1.154 0.837
C -5.625 1.709 -0.221
C -5.980 2.881 -0.907
C -5.123 3.448 -1.858
C -3.896 2.848 -2.143
C -3.549 1.666 -1.479
C -4.405 1.096 -0.519
H 5.765 0.332 1.946
H 4.775 -0.970 2.613
H 4.109 0.657 2.427
H 2.011 -0.229 -0.156
H 1.779 -1.124 1.342
H 0.563 -1.791 -0.885
H 2.000 -2.779 -1.134
H 0.982 -4.312 0.308
H 1.429 -3.149 1.544
H -0.567 -2.141 1.708
H -1.204 -2.717 0.177
H -0.649 -5.017 1.620
H -1.296 -3.989 2.857
H -2.627 -4.784 0.216
H -3.087 -5.305 1.829
H -4.443 0.931 2.331
H -4.814 0.289 3.903
H -5.840 -1.699 2.288
H -6.814 -0.929 4.278
H -8.002 -0.869 3.006
H -7.245 0.632 3.605
H -6.412 1.719 1.759
H -7.569 1.339 0.501
H -6.918 3.368 -0.688
H -5.400 4.364 -2.353
H -3.208 3.264 -2.859
H -2.607 1.189 -1.693
H -4.102 0.188 -0.035
O 2.251 -1.275 3.490
C 1.509 -0.737 4.265
O 1.727 -0.748 5.601
C 0.608 -0.136 6.279
C -0.059 0.754 5.236
C 0.216 -0.019 3.950
H -0.056 -0.930 6.626
H 0.987 0.410 7.140
H -1.115 0.925 5.429
H 0.444 1.723 5.205
H -0.562 -0.757 3.746
H 0.336 0.614 3.076
O 2.716 -5.866 2.814
C 2.356 -5.140 3.697
O 1.057 -4.868 3.928
C 0.918 -3.892 4.977
C 2.217 -3.985 5.773
C 3.217 -4.375 4.683
H 0.780 -2.912 4.515
H 0.031 -4.134 5.556
H 2.465 -3.066 6.300
H 2.145 -4.787 6.509
H 3.633 -3.500 4.180
H 4.015 -5.005 5.061
O -1.194 5.217 -2.284
C -0.513 4.458 -2.914
O -0.882 3.960 -4.109
C 0.089 2.994 -4.576
C 1.374 3.337 -3.829
C 0.834 3.884 -2.508
H -0.274 1.994 -4.328
H 0.173 3.089 -5.656
H 2.044 2.489 -3.722
H 1.909 4.127 -4.362
H 0.664 3.093 -1.775
H 1.457 4.658 -2.070
O -0.735 3.517 -7.645
C 0.232 3.661 -8.334
O 1.464 3.270 -7.934
C 2.455 3.680 -8.895
C 1.693 3.873 -10.201
C 0.323 4.322 -9.694
H 2.906 4.609 -8.542
H 3.222 2.912 -8.948
H 2.175 4.580 -10.872
H 1.597 2.919 -10.723
H 0.286 5.401 -9.544
H -0.500 4.008 -10.329
O 1.268 7.743 -9.904
C 0.885 8.076 -8.819
O 1.505 7.670 -7.691
C 0.773 8.105 -6.527
C -0.055 9.295 -7.003
C -0.324 8.920 -8.462
H 0.152 7.276 -6.183
H 1.485 8.357 -5.747
H -0.950 9.454 -6.408
H 0.545 10.204 -6.962
H -1.215 8.300 -8.569
H -0.396 9.776 -9.127
O 5.576 -7.220 8.359
C 5.624 -7.569 7.218
O 5.118 -6.822 6.210
C 5.219 -7.528 4.954
C 6.334 -8.547 5.164
C 6.196 -8.859 6.655
H 4.257 -7.997 4.744
H 5.433 -6.813 4.164
H 6.244 -9.412 4.512
H 7.301 -8.080 4.975
H 5.479 -9.659 6.845
H 7.138 -9.094 7.139
*
```

Computed properties:
M: 951.1 u
E_LUMO: 1.76 eV
DFT total energy: -106658.3582 eV
HOMO: -6.38 eV
F_max: 1.66 eV/A

Entry 2:
Entry from the Open Molecules 2025 dataset: C24H48F6O13V as an isolated structure (ωB97M-V with the def2-TZVPD basis set).

The geometry in ORCA input format:
```
! RIJCOSX wB97M-V def2-TZVPD def2/J DEFGRID3
* xyz 0 2
O -1.051 -0.274 -0.311
V -2.096 -0.364 0.860
C -2.241 -3.461 0.202
O -2.255 -2.693 -1.017
O -2.040 -2.564 1.192
C -3.574 -4.209 0.241
F -3.723 -5.050 -0.790
F -3.618 -4.976 1.360
F -4.637 -3.398 0.290
C -1.621 -3.244 -2.150
C -1.475 -2.206 -3.242
H -1.155 -2.702 -4.163
H -2.361 -1.624 -3.501
H -0.693 -1.469 -3.046
H -2.229 -4.089 -2.499
H -0.626 -3.678 -1.980
H -1.435 -4.204 0.145
C -1.911 2.916 0.731
O -0.520 2.605 0.812
O -2.580 1.759 0.772
C -2.246 3.984 1.787
F -1.869 5.199 1.321
F -3.581 4.063 1.943
F -1.677 3.847 2.983
C 0.437 3.617 0.619
C 1.809 3.001 0.464
H 1.836 2.092 -0.142
H 2.494 3.625 -0.122
H 2.338 2.770 1.390
H 0.457 4.399 1.385
H 0.217 4.158 -0.313
H -1.998 3.428 -0.243
C 4.321 -0.976 2.517
O 5.506 -0.193 2.398
C 5.990 -0.062 1.084
C 5.154 0.808 0.159
O 3.856 0.277 -0.133
C 3.922 -0.797 -1.053
C 2.482 -1.124 -1.449
O 1.631 -1.544 -0.411
C 1.845 -2.863 0.020
H 4.249 -1.190 3.580
H 4.426 -1.934 1.994
H 3.474 -0.447 2.084
H 6.177 -1.047 0.634
H 7.010 0.328 1.127
H 5.718 0.882 -0.777
H 4.983 1.784 0.611
H 4.338 -1.686 -0.561
H 4.548 -0.651 -1.938
H 2.428 -1.831 -2.285
H 2.040 -0.199 -1.827
H 2.798 -3.005 0.540
H 1.830 -3.542 -0.846
H 1.010 -3.187 0.640
C 0.631 0.283 2.480
O -0.676 -0.269 2.487
C -1.360 -0.001 3.720
C -2.767 -0.577 3.744
O -3.496 -0.242 2.587
C -4.664 -1.052 2.398
C -5.273 -0.611 1.076
O -4.222 -0.657 0.122
C -4.665 -0.359 -1.203
H 1.122 -0.005 1.552
H 1.228 -0.189 3.268
H 0.648 1.361 2.627
H -1.387 1.089 3.859
H -0.787 -0.264 4.614
H -3.309 -0.188 4.616
H -2.691 -1.659 3.911
H -5.356 -0.835 3.213
H -4.389 -2.103 2.302
H -5.665 0.408 1.160
H -6.129 -1.233 0.805
H -5.033 0.670 -1.194
H -5.452 -1.063 -1.481
H -3.822 -0.461 -1.880
O 2.402 0.682 -4.182
C 2.618 1.758 -3.690
O 1.702 2.707 -3.515
C 0.369 2.426 -3.901
C -0.461 1.934 -2.700
C 3.936 2.102 -3.026
H 0.213 1.777 -4.763
H -0.069 3.361 -4.257
H 0.160 1.426 -1.963
H -1.264 1.269 -3.011
H -0.891 2.795 -2.187
H 4.727 1.503 -3.465
H 3.764 2.023 -1.954
H 4.193 3.140 -3.253
*
```

Computed properties:
M: 709.6 u
E_LUMO (alpha / beta): 0.44 / 0.46 eV
ΔE to the lowest compared entry with this formula, charge and spin: 112.48 kJ/mol
DFT total energy: -94275.1018 eV
HOMO (alpha / beta): -8.76 / -8.85 eV
⟨S²⟩: 0.779
F_max: 2.49 eV/A

Entry 3:
Entry from the Open Molecules 2025 dataset: C4H6O as an isolated structure (ωB97M-V with the def2-TZVPD basis set).

The geometry in ORCA input format:
```
! RIJCOSX wB97M-V def2-TZVPD def2/J DEFGRID3
* xyz 0 1
C -0.576 -0.887 0.210
C -0.720 0.650 -0.135
O -0.951 1.542 0.903
C 0.562 0.124 -0.454
C 1.769 -0.348 -0.724
H -1.191 -1.541 -0.405
H -0.617 -1.044 1.287
H 0.782 -1.206 -0.097
H -1.422 0.843 -0.943
H -0.175 1.546 1.480
H 2.539 0.320 -1.120
*
```

Computed properties:
M: 70.1 u
E_LUMO: 0.79 eV
ΔE to the lowest compared entry with this formula, charge and spin: 545.45 kJ/mol
DFT total energy: -6286.2647 eV
HOMO: -8.22 eV
F_max: 0.49 eV/A